Record 1
The following is a DFT calculation (ωB97M-V/def2-TZVPD) of a cluster of 2 separate species, C10H11N5 in total.

Computed properties:
**Multiplicity**: 1
**Charge**: 0
**Energy relative to the best compared isomer or geometry (same formula, charge and spin)**: 1.1 kcal/mol
**LUMO energy**: 0.535 eV

Last column: Löwdin charge in e.
Element x y z (Å)
N 2.5789 -1.8234 -2.0610  -0.013
N 2.7022 -0.5026 -2.3337  -0.035
N 0.6894 -0.9316 -2.2344  0.023
N -3.1003 -0.2083 -0.2725  0.157
N 1.3875 -2.1042 -2.0950  0.022
C -1.2254 1.3879 -0.7365  -0.099
C 0.3942 0.0823 0.4459  -0.198
C 1.5188 -0.5558 0.9509  -0.062
C 0.2092 -2.5310 1.4667  -0.057
C 1.4114 -1.8080 1.5390  -0.068
C -1.9278 0.1471 -0.1660  -0.369
C 1.5569 0.0795 -2.4241  -0.163
C -0.9117 -1.9701 0.8523  -0.010
C -0.8650 -0.6387 0.4791  -0.139
C 0.1010 1.4862 0.0326  -0.147
H -1.8173 2.2645 -0.8517  0.103
H -1.8126 -2.5071 0.9834  0.102
H 0.9839 1.6942 -0.5655  0.083
H 0.1834 -3.4944 1.7350  0.060
H 3.7253 -0.0996 -2.2109  0.201
H -3.7337 0.3757 -0.8282  0.067
H -0.9037 1.0894 -1.7687  0.105
H -0.0498 2.2466 0.7602  0.110
H 2.4747 0.0630 0.9314  0.134
H 2.2932 -2.3194 1.8635  0.097
H -0.2738 -1.0066 -2.1602  0.097

Atoms 1-6, force components in eV/Å:
1.998 -1.379 -0.510
4.298 0.168 1.113
3.779 -0.618 -1.074
-2.914 -1.271 -0.272
-1.840 -0.872 1.052
1.253 -1.718 -1.343


Record 2
The following is a DFT calculation (ωB97M-V/def2-TZVPD) of the molecule C2H2N4.

Computed properties:
**Multiplicity**: 1
**Charge**: 0
**SMILES**: N#CNNC#N
**Energy relative to the best compared isomer or geometry (same formula, charge and spin)**: 56.8 kcal/mol
**LUMO energy**: 0.071 eV

Last column: Löwdin charge in e.
Element x y z (Å)
N 0.4740 0.6798 0.3598  -0.007
N -0.7520 0.5312 -0.4450  0.009
N -2.1116 -1.3700 0.4796  0.150
N 2.5929 -0.4044 -0.2285  0.158
C 1.5691 0.1080 -0.0840  -0.359
C -1.5292 -0.5019 -0.0040  -0.312
H -0.5396 0.6522 -1.4554  0.158
H 0.2964 0.3051 1.3776  0.203

Atoms 1-6, force components in eV/Å:
-2.503 -0.038 2.645
0.510 -0.171 0.217
-0.191 0.141 0.011
-0.012 0.223 -0.495
1.677 -1.376 -0.174
0.907 0.346 -0.833


Record 3
The following is a DFT calculation (ωB97M-V/def2-TZVPD) of a cluster of 2 separate species, C17H13FNO3 in total.

Computed properties:
**Multiplicity**: 1
**Charge**: -1
**LUMO energy**: 1.735 eV

Last column: Löwdin charge in e.
Element x y z (Å)
F -4.2434 3.3806 2.0570  -0.724
O 5.5368 0.1726 1.2350  0.038
O -2.4268 2.8250 1.3032  0.016
O -1.1271 0.9620 -3.1812  0.022
N 3.8480 0.1191 -0.4466  -0.086
C 2.0528 1.1520 1.2696  -0.005
C -0.0699 0.8455 -0.8790  -0.036
C 1.3667 0.4141 -1.2434  0.042
C 4.4692 -0.3720 0.8366  -0.414
C 3.8023 -1.5990 1.6625  -0.030
C -0.4770 1.4292 0.5259  -0.028
C 0.5959 1.5901 1.6255  0.013
C -4.3404 0.3077 0.8172  0.027
C 3.7501 -1.1508 -1.2797  -0.113
C -3.0447 0.7101 0.0660  -0.020
C -2.0419 1.7875 0.7220  -0.267
C -1.2551 0.6648 -1.9609  -0.259
C -5.2203 -0.7823 0.1133  -0.062
C -3.5207 -0.9623 -2.0123  -0.027
C -2.6358 0.1139 -1.3336  -0.051
C 2.4551 0.5709 -0.1347  -0.167
C -4.8035 -1.4122 -1.2535  -0.088
H -3.1743 -1.3972 -3.0128  0.095
H 0.2776 1.9977 2.6359  0.108
H 3.5287 -1.1508 2.6905  0.092
H 3.7220 -0.9390 -2.3988  0.096
H 4.5154 -2.4777 1.7833  0.087
H 1.5467 0.0080 -2.2877  0.102
H -4.6078 0.7916 1.8139  0.101
H 2.8150 1.2563 2.1280  0.099
H 2.8737 -1.8230 -0.9418  0.096
H -5.4664 -2.2221 -1.6957  0.071
H 2.7918 -1.9233 1.2061  0.085
H 4.7022 -1.7653 -1.0499  0.105
H -6.1951 -1.1217 0.6202  0.083

Atoms 1-6, force components in eV/Å:
-2.260 0.189 1.190
-4.282 -2.276 -1.448
3.558 -4.401 -3.310
-0.228 -1.404 4.275
-2.061 -1.676 1.713
-2.271 -0.104 -1.593


Record 4
The following is a DFT calculation (ωB97M-V/def2-TZVPD) of a cluster of 2 separate species, C7H9N3OS in total.

Computed properties:
**Multiplicity**: 1
**Charge**: 0
**SMILES**: C=C(C)C(N)=O.S=C1C=NC=N1
**Energy relative to the best compared isomer or geometry (same formula, charge and spin)**: 33.6 kcal/mol
**LUMO energy**: -1.852 eV

Last column: Löwdin charge in e.
Element x y z (Å)
S -2.8351 1.4160 0.0664  0.843
O -0.2181 1.5418 -0.8701  -0.047
N -1.7048 -0.8533 1.0467  0.060
N 0.9574 2.5828 0.6657  0.158
N -2.5316 -2.3516 -0.5295  0.087
C 0.7257 1.5172 -0.0867  -0.523
C 1.2567 -0.7863 -0.8886  -0.055
C 2.7086 0.4216 0.7308  0.065
C -2.9391 -1.2013 -0.8845  -0.158
C -2.5117 -0.1888 0.1112  -0.813
C 1.6327 0.2898 0.0192  -0.312
C -1.7040 -2.0724 0.5902  -0.190
H -1.0986 -2.8693 1.0094  0.116
H 0.3654 3.4187 0.5015  0.136
H 3.4784 -0.4322 0.6919  0.108
H 1.3277 -0.4076 -1.9739  0.128
H 2.9066 1.2159 1.3638  0.031
H -3.6926 -1.1847 -1.6459  0.108
H 2.0052 -1.6103 -0.8713  0.091
H 1.5907 2.6738 1.4726  0.113
H 0.2807 -1.1198 -0.5189  0.053

Atoms 1-6, force components in eV/Å:
0.172 -1.528 0.140
0.389 -0.295 -0.368
0.073 -0.981 -0.519
0.395 2.822 1.815
0.955 -0.687 0.115
-0.851 -1.282 -0.486


Record 5
The following is a DFT calculation (ωB97M-V/def2-TZVPD) of the molecule C20H38N2O.

Computed properties:
**Multiplicity**: 1
**Charge**: 0
**SMILES**: CC1=C(CCN2CCN(C(C)C)[C@@H](CCO)C2)C(C)(C)CCC1
**Energy relative to the best compared isomer or geometry (same formula, charge and spin)**: 14.7 kcal/mol
**LUMO energy**: 0.861 eV

Last column: Löwdin charge in e.
Element x y z (Å)
O 4.4754 -3.0354 -0.8083  -0.066
N 0.6324 0.3997 0.0274  -0.176
N 3.4992 0.2294 0.2584  -0.121
C -0.7021 0.8318 -0.3451  -0.187
C 1.4363 0.0349 -1.1229  -0.138
C -5.3842 0.2693 1.1814  -0.187
C -1.5710 -0.3671 -0.7752  -0.125
C 5.6861 1.1755 0.7890  -0.057
C 1.3483 1.3918 0.8047  -0.167
C 2.7569 -0.6039 -0.6666  -0.286
C -4.0170 1.3791 -1.5014  -0.028
C -4.1556 -1.0163 -2.2052  -0.045
C -5.4481 -0.2580 -0.2422  -0.158
C -2.9261 -0.3677 -0.1046  -0.158
C 3.7719 -2.6755 0.3656  -0.268
C -3.0324 -0.5829 1.2071  -0.236
C -1.8708 -0.8921 2.1092  -0.038
C 4.5864 1.0301 -0.2690  -0.409
C -4.3453 -0.5378 1.9438  -0.162
C 4.2017 2.4140 -0.8131  -0.053
C 2.6694 0.7896 1.3008  -0.145
C 2.4781 -1.9789 -0.0354  -0.128
C -4.1216 -0.0667 -0.9960  -0.501
H 5.9185 0.2042 1.2170  0.072
H -4.0456 2.0794 -0.6704  0.084
H -5.1145 -0.9258 -2.7121  0.085
H 3.8176 3.0502 -0.0190  0.072
H -4.7106 -1.5606 2.0877  0.124
H 1.6470 0.9206 -1.7532  0.120
H -5.1033 1.3237 1.1808  0.110
H 4.3714 -1.9907 0.9788  0.108
H 3.2323 1.5490 1.8430  0.114
H -1.6819 -0.3653 -1.8565  0.096
H 2.4242 -0.0126 2.0067  0.121
H -3.0863 1.5348 -2.0402  0.076
H -1.1511 1.3046 0.5305  0.118
H -4.1862 -0.1110 2.9375  0.114
H 5.0071 0.4476 -1.0972  0.139
H -3.3785 -0.7874 -2.9290  0.072
H 1.9625 -2.6019 -0.7663  0.121
H 0.8846 -0.6830 -1.7315  0.121
H -1.0375 -1.2806 -0.5076  0.118
H -4.8429 1.6042 -2.1737  0.086
H 5.0780 2.8953 -1.2417  0.076
H -0.9438 -1.0457 1.5697  0.056
H 1.5383 2.3055 0.2125  0.117
H 3.5431 -3.5745 0.9572  0.115
H -0.6693 1.5904 -1.1480  0.123
H -1.7200 -0.0708 2.8109  0.087
H -6.2483 0.2368 -0.7971  0.118
H -6.3615 0.1827 1.6613  0.110
H 3.3821 -0.7759 -1.5479  0.146
H 5.3262 -3.4091 -0.5598  0.085
H -4.0328 -2.0473 -1.8807  0.092
H 6.5861 1.5827 0.3352  0.075
H -5.6812 -1.3246 -0.2021  0.122
H 1.8388 -1.8607 0.8372  0.108
H 3.4470 2.3268 -1.5909  0.063
H -2.0954 -1.7835 2.6959  0.086
H 5.3796 1.8417 1.5915  0.068
H 0.7386 1.6679 1.6693  0.121

Atoms 1-6, force components in eV/Å:
0.228 -0.038 -0.384
0.075 0.121 0.035
-0.084 -0.037 -0.150
0.054 -0.141 -0.003
0.231 -0.114 -0.080
-0.059 -0.267 0.012


Record 6
The following is a DFT calculation (ωB97M-V/def2-TZVPD) of the molecule N2.

Computed properties:
**Multiplicity**: 1
**Charge**: 0
**SMILES**: N#N
**Energy relative to the best compared isomer or geometry (same formula, charge and spin)**: 0.2 kcal/mol
**LUMO energy**: 2.150 eV

Last column: Löwdin charge in e.
Element x y z (Å)
N 0.0000 0.0000 0.5401  0.000
N 0.0000 0.0000 -0.5401  0.000

Force components x, y, z for each atom (eV/Å):
0.000 0.000 1.521
0.000 0.000 -1.521


How do the records compare in strongest force on any atom? In the order shown, they have 0.0864 0.0708 0.1275 0.0856 0.0127 0.0296 Eh/bohr.
How do the records compare in HOMO energy? In the order shown, they have -8.8810 -10.4900 -3.0952 -9.1864 -7.8504 -14.8331 eV.
How do the records compare in orbital gap? In the order shown, they have 9.4 10.6 4.8 7.3 8.7 17.0 eV.